52
Properties=species:S:1:pos:R:3:mulliken_charge:R:1 method="wB97M-V/def2-TZVPD" e_tot_ev=-50072.007 spin_multiplicity=1 orbital_gap_ev=8.045 charge=+1 homo_energy_ev=-11.75 lumo_ha=-0.1362
Y -0.621 -0.118 -0.527 1.54
N -1.575 2.197 -0.724 -0.66
C -0.981 2.845 0.490 -0.66
C 0.503 2.448 0.577 0.66
O 1.360 3.300 0.462 -0.60
N 0.701 1.101 0.698 -0.50
C 2.037 0.633 0.288 -0.48
C 2.073 -0.026 -1.119 0.61
O 3.004 -0.685 -1.490 -0.59
O 0.957 0.157 -1.849 -0.66
H -1.132 2.622 -1.538 0.28
H -2.560 2.436 -0.789 0.24
H -1.526 2.492 1.367 0.33
H -1.034 3.931 0.445 0.41
H 2.452 -0.085 0.994 0.28
H 2.721 1.485 0.248 0.43
S 2.261 -6.408 0.279 -0.19
C 1.445 -4.867 0.207 1.11
C 0.928 -4.184 1.310 -0.76
C 0.363 -2.944 1.117 -0.78
N 0.238 -2.367 -0.088 0.05
C 0.747 -3.024 -1.146 -0.35
C 1.351 -4.253 -1.045 -1.00
C 2.021 -6.879 1.978 -0.01
C 0.824 -7.440 2.400 0.01
C 0.707 -7.799 3.735 -0.33
N 1.682 -7.643 4.626 -0.57
C 2.828 -7.123 4.203 -0.35
C 3.051 -6.723 2.891 -0.03
H 0.991 -4.595 2.307 0.39
H -0.004 -2.382 1.969 0.60
H 0.695 -2.519 -2.103 0.42
H 1.757 -4.723 -1.931 0.44
H 0.008 -7.604 1.710 0.41
H -0.214 -8.238 4.101 0.38
H 3.612 -7.015 4.944 0.37
H 4.002 -6.300 2.597 0.41
N -6.952 -4.192 -1.644 -0.36
C -6.480 -3.649 -0.500 0.23
O -7.011 -3.765 0.581 -0.57
C -5.198 -2.852 -0.612 0.78
C -4.409 -2.757 0.527 -0.81
C -3.257 -2.002 0.476 0.05
N -2.868 -1.335 -0.622 -0.27
C -3.640 -1.419 -1.711 -0.34
C -4.804 -2.165 -1.752 -0.74
H -7.785 -4.755 -1.586 0.24
H -6.413 -4.223 -2.490 0.19
H -4.715 -3.258 1.435 0.49
H -2.621 -1.920 1.350 0.39
H -3.318 -0.864 -2.584 0.45
H -5.397 -2.174 -2.656 0.42